[1]
Computed, not measured: a 2-piece molecular cluster, C16H21N3 overall, with the ωB97M-V functional and the def2-TZVPD basis.

Summary:
Calculated total energy in Eh: -786.45709
Lowest unoccupied orbital energy in Eh: -0.06313
Max |F| in eV/A: 4.3
Net charge: 0
Frontier orbital gap in Eh: 0.1419
Energy relative to the best compared isomer or geometry (same formula, charge and spin) in kcal/mol: 75.8

Positions of all 40 atoms, in Å:
1 C -3.297869 -2.192117 1.317833
2 C -3.195441 -0.859572 0.544451
3 C -2.188026 0.094892 1.195832
4 N -0.895031 -0.580574 1.402981
5 C 0.247687 -0.120218 0.805794
6 C 1.525345 -0.755927 0.900195
7 C 1.722886 -2.117858 0.554896
8 C 2.954821 -2.707800 0.701966
9 C 4.023242 -1.982843 1.211335
10 C 3.862898 -0.647302 1.549470
11 C 2.647234 -0.032934 1.381822
12 C -0.983121 -1.796272 2.238330
13 C -1.910443 -2.815878 1.571406
14 H -3.797750 -2.017411 2.278984
15 H -3.942554 -2.899927 0.777204
16 H -2.884330 -1.055975 -0.488672
17 H -4.179548 -0.377039 0.464305
18 H -2.020612 0.985469 0.581581
19 H -2.553436 0.455621 2.162965
20 H 0.183489 0.854448 0.341783
21 H 0.906210 -2.663934 0.112060
22 H 3.097489 -3.733950 0.404179
23 H 4.981257 -2.459638 1.344747
24 H 4.692994 -0.090094 1.951310
25 H 2.508713 0.994273 1.668922
26 H 0.019247 -2.193960 2.427864
27 H -1.385729 -1.506195 3.214865
28 H -1.985570 -3.733474 2.172347
29 H -1.468368 -3.126466 0.617677
30 C 0.477909 3.979544 -4.832512
31 C 0.308781 3.642445 -3.400230
32 C 0.320446 2.404034 -2.803420
33 N 0.146893 2.565652 -1.458111
34 C 0.026265 3.879219 -1.288406
35 N 0.118646 4.579444 -2.416771
36 H 0.649297 3.094197 -5.445591
37 H -0.410180 4.491845 -5.202088
38 H 1.323610 4.655786 -4.956537
39 H 0.465835 1.448785 -3.285189
40 H -0.113186 4.341696 -0.319577

Cartesian forces (eV/Å) of the 3 atoms listed first:
-0.0597 0.0078 -0.0167
0.0695 -0.4195 -0.0375
-0.1922 0.5660 -0.2923


[2]
Computed, not measured: one molecule with the formula C16H21N3O2, with the ωB97M-V functional and the def2-TZVPD basis.

Summary:
Calculated total energy in Eh: -936.53841
Lowest unoccupied orbital energy in Eh: 0.02971
SMILES: C/C=C/c1ccc(OCCCCn2cncn2)c(OC)c1
Max |F| in eV/A: 14.5
Net charge: 0
Frontier orbital gap in Eh: 0.3145
Energy relative to the best compared isomer or geometry (same formula, charge and spin) in kcal/mol: 367.4

Positions of all 42 atoms, in Å:
1 C -1.728566 -1.122227 5.475457
2 C -1.863676 -1.098982 4.073953
3 C -1.233454 -0.141559 3.412569
4 C -1.340659 0.057384 1.828189
5 C -2.118209 -0.922657 0.867691
6 C -1.970207 -0.510434 -0.518739
7 C -1.324179 0.701690 -1.095874
8 O -1.213705 0.963757 -2.382584
9 C -1.444152 -0.150071 -3.277245
10 C -0.084958 -1.037939 -3.205106
11 C 1.273952 -0.411050 -3.302482
12 C 2.430789 -0.994392 -2.742256
13 N 2.463672 -0.519829 -1.334822
14 C 2.807882 0.451244 -0.530575
15 N 2.455294 0.435528 0.668903
16 C 1.903880 -1.201169 0.754227
17 N 1.706436 -1.551644 -0.364197
18 C -0.566432 1.279845 -0.145090
19 O 0.299716 2.419256 -0.709714
20 C 0.913167 3.220134 0.015169
21 C -0.587078 1.089675 1.193264
22 H -0.988361 -0.289961 5.797648
23 H -2.804661 -1.049599 5.914784
24 H -1.090956 -1.902202 5.621976
25 H -2.290050 -1.871286 3.444096
26 H -0.674411 0.940909 3.805597
27 H -2.470640 -1.829157 1.315006
28 H -2.252639 -1.264207 -0.969871
29 H -2.319165 -0.809235 -3.215465
30 H -1.361752 0.297334 -4.281641
31 H -0.037526 -1.662583 -2.200910
32 H -0.128602 -1.940631 -3.818746
33 H 1.499609 -0.192859 -4.498938
34 H 1.159756 0.635697 -3.047616
35 H 2.489665 -1.868866 -2.913432
36 H 3.308506 -0.369733 -3.017158
37 H 3.331070 1.198828 -0.908768
38 H 1.193340 -1.354549 1.554063
39 H 1.372785 2.725143 0.624324
40 H 1.347560 4.054091 -0.540402
41 H 0.096238 3.750683 0.724394
42 H -0.159279 1.845624 1.930319

Cartesian forces (eV/Å) of the 3 atoms listed first:
-1.4251 2.9831 2.5894
1.1929 1.6707 -3.2019
0.6372 4.4510 -3.8391


[3]
Computed, not measured: C16H21N3O2S3V as an isolated structure, with the ωB97M-V functional and the def2-TZVPD basis.

Summary:
Calculated total energy in Eh: -3074.95532
Lowest unoccupied orbital energy (alpha / beta) in Eh: -0.31339 / -0.30639
Spin multiplicity: 2
Expectation value of S²: 0.767
Max |F| in eV/A: 4.7
Net charge: +2
Frontier orbital gap (alpha / beta) in Eh: 0.1817 / 0.1805
Energy relative to the best compared isomer or geometry (same formula, charge and spin) in kcal/mol: 62.4

Positions of all 46 atoms, in Å:
1 V 0.107248 0.219651 0.366504
2 C -0.472613 -3.106864 1.250381
3 C -1.328999 -3.013749 0.005795
4 S -0.816343 -1.650375 -1.115310
5 C -2.395915 -1.454418 -2.022242
6 C -3.528917 -0.807912 -1.240232
7 S -3.152776 0.851384 -0.628889
8 C -1.938767 0.512504 2.689782
9 C -1.882920 -1.006614 2.543264
10 S -0.176693 -1.514386 2.092902
11 H 0.528603 -3.475979 1.021734
12 H -0.935953 -3.786220 1.968952
13 H -2.376743 -2.854874 0.261462
14 H -1.241227 -3.940848 -0.562072
15 H -2.683647 -2.456948 -2.343539
16 H -2.158078 -0.871539 -2.912801
17 H -3.821437 -1.404561 -0.371903
18 H -4.409255 -0.719068 -1.884193
19 H -2.978003 0.861235 2.682819
20 H -1.458962 0.817779 3.628914
21 H -2.549849 -1.341548 1.750959
22 H -2.143436 -1.491209 3.484829
23 N 2.201957 2.186433 0.141259
24 C 2.745570 0.942502 0.386773
25 C 4.045131 0.831623 0.899343
26 C 4.604086 -0.421085 1.035484
27 C 3.879318 -1.533776 0.605666
28 C 2.593853 -1.345521 0.149656
29 N 2.011969 -0.141166 0.084268
30 C 1.220444 2.451999 -0.789459
31 C 1.203365 3.693896 -1.439487
32 C 0.301808 3.906133 -2.457902
33 C -0.568078 2.877776 -2.818563
34 C -0.515293 1.703047 -2.106249
35 N 0.332141 1.493433 -1.092580
36 H 2.776418 2.975488 0.417056
37 H 4.598661 1.716817 1.173489
38 H 5.598105 -0.536813 1.439155
39 H 4.311271 -2.521408 0.639879
40 H 1.996435 -2.178085 -0.205459
41 H 1.905042 4.458907 -1.149802
42 H 0.283976 4.846589 -2.981498
43 H -1.275417 2.998073 -3.622410
44 H -1.170478 0.881306 -2.352508
45 O -1.315899 1.191604 1.607302
46 O 0.050298 1.156786 1.769472

Cartesian forces (eV/Å) of the 3 atoms listed first:
-3.6107 -1.9376 -2.2575
0.0628 0.2180 0.0552
0.0601 0.2021 -0.1585


[4]
Computed, not measured: C16H21N3O3SSn as an isolated structure, with the ωB97M-V functional and the def2-TZVPD basis.

Summary:
Calculated total energy in Eh: -1622.85290
Lowest unoccupied orbital energy (alpha / beta) in Eh: -0.64273 / -0.65831
Max |F| in eV/A: 4.3
Net charge: +4
Frontier orbital gap (alpha / beta) in Eh: 0.1355 / 0.1202
Energy relative to the best compared isomer or geometry (same formula, charge and spin) in kcal/mol: 50.5

Positions of all 45 atoms, in Å:
1 N 2.499923 4.308170 -0.730536
2 C 1.689193 4.959479 -0.196427
3 C 0.707756 5.778665 0.482589
4 H -0.295135 5.342334 0.347410
5 H 0.701432 6.804919 0.073102
6 H 0.963346 5.819354 1.563236
7 N 3.385563 -2.173371 -0.912604
8 C 4.340316 -2.814565 -0.768331
9 C 5.527657 -3.614221 -0.585031
10 H 6.321569 -3.262967 -1.249748
11 H 5.309946 -4.658525 -0.821491
12 H 5.868741 -3.535891 0.449458
13 N -2.810393 -3.192560 -0.469379
14 C -3.884503 -3.113504 -0.035094
15 C -5.221836 -3.124729 0.508919
16 H -5.253122 -3.818386 1.356762
17 H -5.933611 -3.453658 -0.257930
18 H -5.510249 -2.123662 0.836300
19 Sn 0.548120 -0.291900 -0.905067
20 C 0.142776 -2.267496 0.788602
21 O 0.050124 -2.609119 1.872674
22 C 2.098184 1.050465 0.570603
23 O 2.671830 1.646237 1.358702
24 C 0.949164 1.040820 -2.737217
25 C -0.444020 1.098071 -2.459368
26 C -1.202253 -0.089702 -2.447867
27 C -0.586619 -1.316773 -2.735328
28 C 0.775586 -1.378578 -3.050583
29 C 1.551922 -0.204101 -3.057501
30 H 1.551581 1.955797 -2.670374
31 H -0.931615 2.056413 -2.256355
32 H -2.266239 -0.065623 -2.229926
33 H -1.190879 -2.219355 -2.699490
34 H 1.242688 -2.332499 -3.300781
35 H 2.614465 -0.266570 -3.312413
36 C -0.510784 0.483929 3.606866
37 S -1.740150 0.241997 2.308250
38 C -2.799239 1.592632 2.735568
39 O -1.036911 0.642022 1.008848
40 H -1.039772 0.539777 4.571935
41 H 0.047051 1.412132 3.403416
42 H 0.160620 -0.387405 3.600534
43 H -2.323556 2.538353 2.465153
44 H -3.725979 1.458379 2.172790
45 H -3.012683 1.545208 3.807120

Cartesian forces (eV/Å) of the 3 atoms listed first:
-1.8957 0.6188 0.9924
1.8003 -1.2390 -1.1958
-0.3103 0.4838 0.5724


[5]
Computed, not measured: one molecule with the formula C16H21N3O4, with the ωB97M-V functional and the def2-TZVPD basis.

Summary:
Calculated total energy in Eh: -1087.41974
Lowest unoccupied orbital energy in Eh: -0.02571
SMILES: N/C(=N\OC(=O)CCC1CCCCC1)c1cccc([N+](=O)[O-])c1
Max |F| in eV/A: 1.6
Net charge: 0
Frontier orbital gap in Eh: 0.3170
Energy relative to the best compared isomer or geometry (same formula, charge and spin) in kcal/mol: 119.3

Positions of all 44 atoms, in Å:
1 N 1.546942 0.038781 1.898953
2 C 1.751640 -0.773219 0.828759
3 N 0.853258 -1.474495 0.248595
4 O -0.432642 -1.396202 0.834280
5 C -1.334360 -2.238423 0.286016
6 O -1.080980 -3.062362 -0.544844
7 C -2.686203 -2.029169 0.933216
8 C -3.142926 -0.567893 0.998239
9 C -3.616439 -0.011870 -0.350239
10 C -4.348440 1.324404 -0.170061
11 C -3.400283 2.457272 0.214203
12 C -2.297936 2.609428 -0.829086
13 C -1.535489 1.299077 -0.995588
14 C -2.489433 0.169011 -1.371846
15 C 3.093456 -0.838415 0.222726
16 C 3.406588 -1.893661 -0.638063
17 C 4.658239 -1.985589 -1.220117
18 C 5.624170 -1.030417 -0.954036
19 C 5.307125 0.021522 -0.104871
20 N 6.300062 1.028514 0.183592
21 O 7.366788 0.947141 -0.384011
22 O 6.006035 1.892163 0.983325
23 C 4.053325 0.130736 0.481922
24 H 2.323142 0.357078 2.450688
25 H 0.655059 -0.034138 2.359941
26 H -3.409192 -2.636984 0.387755
27 H -2.607808 -2.422148 1.950704
28 H -3.978977 -0.510658 1.699886
29 H -2.333306 0.040139 1.398364
30 H -4.332883 -0.733207 -0.762600
31 H -5.128432 1.220472 0.587944
32 H -4.836780 1.582727 -1.112697
33 H -2.956047 2.256289 1.190757
34 H -3.964142 3.389327 0.295611
35 H -1.612368 3.407360 -0.535160
36 H -2.745252 2.889064 -1.785937
37 H -1.014158 1.058420 -0.067745
38 H -0.777656 1.405091 -1.774844
39 H -1.935199 -0.762057 -1.491959
40 H -2.940876 0.402224 -2.339609
41 H 2.641942 -2.626641 -0.838604
42 H 4.884554 -2.806390 -1.882352
43 H 6.610611 -1.080518 -1.388636
44 H 3.855283 0.988216 1.107441

Cartesian forces (eV/Å) of the 3 atoms listed first:
-0.1884 0.1642 0.1800
-0.8359 0.1610 0.4292
-0.2321 -0.7077 -0.8858


Look up the max |F| of the fifth one.
1.6 eV/A